Computed, not measured: a structure of composition C47H45CrN10O3S2 at a distorted geometry, with ωB97M-V with the def2-TZVPD basis set.

Positions of all 108 atoms, in Å:
Cr: -0.096 -0.414 -0.363
N: -3.636 0.222 -6.940
C: -2.812 -0.440 -6.055
C: -1.847 0.273 -5.337
C: -1.057 -0.371 -4.409
C: -1.205 -1.727 -4.186
C: -2.148 -2.451 -4.889
C: -2.957 -1.811 -5.809
S: -0.063 -2.496 -3.054
O: -0.121 -3.922 -3.178
O: 1.214 -1.866 -3.275
N: -0.540 -1.974 -1.565
C: -1.083 -2.710 -0.605
N: -1.030 -2.020 0.574
C: -1.366 -2.676 1.672
C: -1.852 -3.975 1.626
C: -2.010 -4.528 0.360
N: -1.623 -3.916 -0.743
H: -3.315 1.129 -7.247
H: -4.065 -0.336 -7.661
H: -1.707 1.329 -5.533
H: -0.294 0.161 -3.868
H: -2.224 -3.513 -4.718
H: -3.696 -2.367 -6.368
H: -1.239 -2.140 2.603
H: -2.114 -4.512 2.523
H: -2.467 -5.499 0.213
C: -4.935 1.894 -1.412
N: -3.825 2.444 -0.691
C: -3.773 3.675 -0.102
C: -2.552 3.817 0.448
N: -1.820 2.666 0.184
C: -2.639 1.804 -0.500
S: -2.347 0.266 -1.084
C: -0.446 2.594 0.473
C: 0.218 3.827 0.513
C: 1.537 3.893 0.896
C: 2.169 2.695 1.211
C: 1.474 1.516 1.065
N: 0.190 1.419 0.672
H: -5.706 2.656 -1.504
H: -5.337 1.026 -0.888
H: -4.607 1.571 -2.401
H: -4.600 4.354 -0.115
H: -2.175 4.620 1.042
H: -0.290 4.730 0.216
H: 2.050 4.841 0.931
H: 3.196 2.682 1.538
H: 1.982 0.579 1.232
N: 9.240 -0.396 -4.480
C: 8.197 -0.412 -4.003
C: 6.909 -0.416 -3.423
C: 5.907 -1.230 -3.954
C: 4.642 -1.211 -3.401
C: 4.376 -0.382 -2.316
C: 5.381 0.413 -1.775
C: 6.647 0.399 -2.322
C: 3.030 -0.360 -1.704
C: 2.747 -1.364 -0.790
C: 3.585 -2.469 -0.473
C: 2.969 -3.143 0.553
C: 1.793 -2.432 0.838
N: 1.641 -1.381 0.038
C: 2.170 0.679 -2.065
C: 2.488 1.758 -2.926
C: 1.331 2.492 -3.070
C: 0.356 1.838 -2.310
N: 0.846 0.760 -1.696
H: 6.129 -1.866 -4.798
H: 3.842 -1.824 -3.788
H: 5.159 1.035 -0.921
H: 7.433 1.016 -1.913
H: 4.501 -2.724 -0.973
H: 3.305 -4.028 1.057
H: 1.089 -2.659 1.612
H: 3.454 1.952 -3.350
H: 1.170 3.379 -3.650
H: -0.680 2.122 -2.233
C: 2.050 0.450 4.034
C: 1.374 -0.470 5.043
C: 1.324 -1.911 4.530
C: -0.027 -0.003 5.352
C: -0.361 0.231 6.666
C: -1.641 0.614 7.038
C: -2.624 0.705 6.062
C: -2.364 0.459 4.732
C: -3.491 0.583 3.730
C: -3.574 -0.592 2.752
C: -3.325 1.885 2.947
C: -1.015 0.158 4.299
O: -0.716 0.053 3.077
H: 2.995 0.035 3.687
H: 2.231 1.427 4.472
H: 1.375 0.569 3.198
H: 1.955 -0.466 5.974
H: 0.636 -1.980 3.694
H: 0.990 -2.576 5.325
H: 2.309 -2.230 4.197
H: 0.398 0.114 7.429
H: -1.876 0.822 8.073
H: -3.630 0.976 6.358
H: -4.435 0.628 4.289
H: -2.747 -0.541 2.046
H: -4.509 -0.559 2.193
H: -3.536 -1.539 3.287
H: -2.349 1.884 2.472
H: -3.390 2.749 3.605
H: -4.098 1.962 2.185

Properties
Total charge = 0
Total energy = -4432.196347 Eh
Max |F| = 1.97 eV/Å
HOMO energy (alpha / beta) = -5.632 / -5.632 eV
2S+1 = 4
Expectation value of S² = 3.78
Gap between HOMO and LUMO (alpha / beta) = 4.477 / 4.328 eV

***

Computed, not measured: a structure of composition C47H45F2IMnN2O2P3S2 at a distorted geometry, with ωB97M-V with the def2-TZVPD basis set.

Positions of all 105 atoms, in Å:
Mn: -0.880 1.991 0.423
F: -1.691 -1.934 4.260
C: -1.515 -0.603 3.958
C: -1.276 -0.218 2.653
C: -1.133 1.122 2.293
C: -1.152 2.098 3.342
C: -1.417 1.642 4.640
F: -1.467 2.526 5.687
C: -1.610 0.321 4.979
C: -0.809 3.446 2.970
C: -0.835 4.593 3.783
C: -0.408 5.811 3.309
C: 0.066 5.890 1.957
C: 0.037 4.756 1.198
N: -0.379 3.548 1.636
H: -1.179 -1.009 1.917
H: -1.797 0.031 6.004
H: -1.203 4.508 4.794
H: -0.448 6.690 3.943
H: 0.428 6.815 1.527
H: 0.364 4.775 0.166
C: 4.222 4.093 3.088
C: 2.776 3.933 2.663
O: 2.678 3.677 1.259
P: 2.831 2.212 0.603
S: 2.932 0.790 1.930
S: 1.473 2.163 -0.863
O: 4.298 2.346 -0.100
C: 4.555 3.500 -0.900
C: 5.538 3.125 -1.986
H: 4.272 4.354 4.149
H: 4.709 4.885 2.513
H: 4.767 3.160 2.932
H: 2.199 4.843 2.827
H: 2.295 3.124 3.211
H: 4.964 4.285 -0.258
H: 3.625 3.872 -1.335
H: 6.438 2.683 -1.553
H: 5.823 4.010 -2.560
H: 5.091 2.395 -2.662
C: 0.201 -1.930 -1.633
N: -1.168 -2.371 -1.408
C: -2.065 -1.647 -0.533
P: -2.042 0.229 -0.695
C: -2.089 0.202 -2.548
C: -3.006 -0.540 -3.288
C: -2.936 -0.581 -4.674
C: -1.935 0.117 -5.338
C: -1.011 0.851 -4.611
C: -1.092 0.895 -3.224
C: -3.818 0.415 -0.240
C: -4.747 1.033 -1.071
C: -6.065 1.186 -0.663
C: -6.471 0.731 0.584
C: -5.549 0.124 1.424
C: -4.229 -0.026 1.018
C: -1.631 -3.530 -2.002
C: -1.037 -4.045 -3.171
C: -1.497 -5.216 -3.749
C: -2.566 -5.918 -3.207
C: -3.167 -5.413 -2.062
C: -2.717 -4.248 -1.465
P: 1.076 -1.358 -0.074
C: 2.770 -1.471 -0.796
C: 3.036 -0.883 -2.032
C: 4.295 -0.978 -2.609
C: 5.322 -1.633 -1.946
C: 5.080 -2.183 -0.695
C: 3.816 -2.103 -0.127
C: 1.052 -2.923 0.905
C: 1.246 -2.781 2.280
C: 1.238 -3.886 3.121
C: 1.011 -5.152 2.603
C: 0.798 -5.308 1.239
C: 0.824 -4.204 0.398
H: 0.247 -1.110 -2.355
H: 0.773 -2.755 -2.045
H: -2.008 -1.946 0.520
H: -3.071 -1.883 -0.865
H: -3.789 -1.097 -2.785
H: -3.660 -1.162 -5.233
H: -1.885 0.095 -6.421
H: -0.227 1.400 -5.118
H: -0.383 1.484 -2.658
H: -4.437 1.420 -2.032
H: -6.767 1.688 -1.317
H: -7.496 0.867 0.907
H: -5.844 -0.220 2.408
H: -3.512 -0.459 1.706
H: -0.232 -3.504 -3.647
H: -1.017 -5.573 -4.653
H: -2.920 -6.834 -3.664
H: -3.998 -5.941 -1.609
H: -3.187 -3.911 -0.552
H: 2.267 -0.318 -2.544
H: 4.473 -0.522 -3.575
H: 6.306 -1.701 -2.393
H: 5.879 -2.674 -0.152
H: 3.647 -2.537 0.851
H: 1.379 -1.783 2.691
H: 1.385 -3.748 4.185
H: 0.981 -6.013 3.260
H: 0.606 -6.291 0.825
H: 0.667 -4.361 -0.659
I: -2.282 3.690 -1.184

Properties
Total charge = -2
Total energy = -5547.030668 Eh
Max |F| = 1.10 eV/Å
Energy above the lowest of the compared OMol25 structures with the same formula, charge and spin = 15.1 kcal/mol
HOMO energy (alpha / beta) = 1.018 / -1.539 eV
2S+1 = 5
Expectation value of S² = 6.07
Gap between HOMO and LUMO (alpha / beta) = 2.971 / 5.528 eV

***

> Which value of expectation value of S² does entry 2 give?

6.07

***

> What is the 2S+1 in the second record?

5

***

> What is the total charge in the first record?

0

***

> total charge of number 2 (C47H45F2IMnN2O2P3S2)?

-2